A molecular structure, C38H46N7P2S2Se2SiTc at a distorted geometry, computed with ωB97M-V/def2-TZVPD.

Values from the calculation:
* E_LUMO (alpha / beta): -8.81 / -9.31 eV
* E_tot: -231580.413 eV
* orbital gap (alpha / beta): 5.742 / 5.246 eV
* 2S+1: 4
* total charge: +3
* highest occupied orbital energy (alpha / beta): -14.549 / -14.558 eV

Cartesian coordinates (Å):
H -4.75 0.01 6.52
P 0.77 2.83 -0.09
H -1.80 4.13 -0.72
H -3.87 0.98 -1.52
C 6.11 0.16 -4.21
H -0.33 -2.42 -2.85
H 3.54 0.42 4.81
C 4.30 0.02 -0.94
S -3.21 -0.07 4.66
H 0.70 4.95 -1.25
H -1.79 -0.02 2.40
P -2.28 1.89 0.02
C -1.81 3.66 0.26
N -0.24 0.66 -2.46
H -6.26 -2.28 -1.25
C 0.78 -3.53 -1.43
H -4.24 -5.11 -0.38
N 0.14 0.25 1.76
C -3.50 -4.34 -0.60
H -0.46 0.28 6.97
C 2.34 3.29 0.73
C 1.72 -3.09 0.46
H -2.89 1.91 2.38
H -0.12 4.80 1.02
H -4.25 2.33 1.34
C 4.72 0.16 0.37
C 5.22 0.04 -2.06
C 7.25 0.16 -3.46
H 6.10 0.21 -5.28
C -3.49 1.98 -1.34
Se -1.71 -1.42 -0.18
H -3.76 0.62 1.50
C 1.97 -4.40 0.20
S 6.95 0.07 -1.80
C -0.76 0.11 2.73
H 0.44 0.44 -6.36
H 1.37 -5.56 -1.46
C -5.27 -1.82 -1.32
H 1.57 1.60 -2.40
H -3.02 2.35 -2.25
H 1.80 3.83 -2.07
H 2.53 -5.14 0.76
C 1.14 1.08 -4.43
Si -4.14 -2.66 -0.08
C -0.96 0.06 -4.75
H -0.48 3.32 1.93
H -5.39 -0.76 -1.13
C 3.79 0.23 1.41
H -2.58 -4.59 -0.06
H 1.17 0.20 5.49
H -3.77 -2.67 2.38
C 1.45 0.27 2.11
C -1.18 0.12 -3.31
C -0.47 0.11 4.10
H 3.19 2.87 0.18
C 2.42 0.20 1.08
H 5.23 0.40 3.03
N -1.94 -0.49 -5.44
H 2.08 1.49 -4.77
H 2.03 -2.51 1.31
N -2.33 -0.39 -2.92
C -0.45 3.76 0.93
H -0.83 -4.11 -2.70
H 5.78 0.21 0.60
H -2.58 4.15 0.86
C 0.03 -3.44 -2.71
H 2.43 4.37 0.72
C -3.70 0.04 6.29
C -2.65 0.17 7.14
C -1.41 0.18 6.46
H 2.54 -0.34 -2.14
N 1.38 -4.67 -1.00
H -5.43 -3.05 1.96
H -4.90 -1.38 1.93
C 0.87 0.21 4.45
C 4.95 0.09 -3.40
C 0.83 3.91 -1.57
C 4.18 0.34 2.79
N 2.00 0.04 -0.20
H -2.75 0.25 8.21
C 0.25 0.53 -5.30
C 0.85 1.13 -3.05
H -3.29 -4.37 -1.67
Se -3.19 -0.96 -4.35
C 2.91 -0.10 -1.15
C -1.53 0.07 5.10
N 0.97 -2.55 -0.57
H -4.29 2.65 -1.05
H -4.92 -1.96 -2.34
H 0.05 3.66 -2.28
H 3.95 0.09 -3.82
C -3.40 1.65 1.45
H 2.37 2.93 1.76
C 3.25 0.36 3.77
Tc -0.23 0.53 -0.28
H 0.66 -3.71 -3.55
C -4.59 -2.40 1.71
H 8.27 0.20 -3.82
C 1.85 0.28 3.46

Mulliken population analysis, charges in e, atoms 1 to 8:
1. H 0.469
2. P 1.787
3. H 0.462
4. H -0.020
5. C -0.677
6. H -0.252
7. H 0.530
8. C 0.357